A molecular structure, C19H33Cl3GeN4SSr at a distorted geometry, computed with the ωB97M-V functional and the def2-TZVPD basis.

Element x y z (Å)
Sr: 0.52547 -0.25715 -0.44495
Ge: 2.60248 -2.74113 -2.00626
Cl: 2.90627 -0.46443 -1.55671
Cl: 1.31895 -2.26571 -3.78286
Cl: 0.70534 -2.88921 -0.60996
S: -1.86296 0.52814 1.24518
N: 0.79491 2.26334 -0.79957
N: -4.31997 -0.21626 0.84773
N: -0.42171 0.18422 -2.61848
N: -2.77811 -0.90978 -0.77375
C: 3.52776 0.94065 1.62803
C: 4.04442 -0.42179 1.42339
C: 2.28083 0.84477 2.19501
C: -3.46008 -2.19877 -2.69609
C: -5.36184 -0.80198 0.21892
C: 1.42150 1.95389 2.72491
C: -6.70208 -0.65982 0.83716
C: -3.75900 -1.50622 -1.41655
C: 3.19384 -2.80122 1.96619
C: 4.31281 2.15469 1.28330
C: -5.09450 -1.47692 -0.94227
C: -1.34266 1.27799 -2.90825
C: 3.10488 -1.31117 1.89727
C: -0.63199 2.62437 -2.80368
C: -0.27716 3.07375 -1.38848
C: 0.84912 -1.15080 3.10432
C: -3.03399 -0.26216 0.36730
C: 2.00135 -0.56251 2.38165
C: 5.36490 -0.70425 0.81541
H: 0.08620 -0.40968 3.33225
H: 5.33506 2.04440 1.64027
H: -4.46599 0.28723 1.71500
H: -1.75854 1.19656 -3.92304
H: -7.47348 -1.12678 0.23254
H: -2.38934 -2.30053 -2.85527
H: 2.31769 -3.26146 1.51161
H: -1.15906 2.99653 -0.74471
H: 3.88485 3.04222 1.73787
H: 6.16409 -0.33719 1.46116
H: 0.38713 1.86548 2.38676
H: 1.20251 -1.58646 4.04113
H: 1.60794 2.32646 -1.40954
H: -6.70626 -1.11849 1.82454
H: -3.89922 -1.62856 -3.51487
H: 1.41897 1.92291 3.81454
H: 3.24363 -3.14125 3.00095
H: 5.51125 -1.76969 0.65326
H: -6.94193 0.39535 0.96771
H: 5.45621 -0.18765 -0.14139
H: -2.17228 1.22559 -2.19460
H: 4.35699 2.30479 0.20324
H: -3.93087 -3.17959 -2.70797
H: 0.37577 0.26193 -3.24601
H: 0.01277 4.13395 -1.43722
H: 1.07417 2.70471 0.07224
H: 1.80736 2.92418 2.42111
H: 0.41064 -1.96950 2.52940
H: 0.28158 2.57970 -3.40350
H: -1.28421 3.37971 -3.24099
H: -0.86131 -0.69521 -2.87167
H: 4.07942 -3.16294 1.45188
H: -5.88056 -1.96127 -1.49460

Its spin multiplicity is 2. Its total charge is +1. The calculation puts the HOMO energy (alpha / beta) at -0.3723 / -0.3685 Eh. Its total energy is -4849.2582 Eh. The calculation puts the gap between HOMO and LUMO (alpha / beta) at 7.057 / 6.614 eV. The LUMO energy (alpha / beta) is -3.0730 / -3.4115 eV.

---

A single C6H9N molecule, computed with the ωB97M-V functional and the def2-TZVPD basis.

Element x y z (Å)
N: -1.00707 -0.53176 0.46146
C: -2.21618 0.15483 0.04835
C: 2.11449 0.40625 0.07023
C: -1.11514 0.89159 0.72058
C: 1.74456 -2.11650 0.04939
C: -0.09906 -0.92085 -0.60152
C: 1.35481 -0.88274 -0.11872
H: -2.36717 0.33946 -1.01688
H: -0.16814 -0.25746 -1.48648
H: -0.37858 -1.93086 -0.93500
H: 3.16854 0.20324 0.28014
H: 1.71788 1.00141 0.90199
H: 2.07243 1.02314 -0.83806
H: -1.18460 1.16776 1.77095
H: -3.12198 -0.11418 0.58591
H: -0.51481 1.56668 0.10764

The calculation puts the HOMO energy at -0.3517 Eh. Its total energy is -288.5894 Eh. Its energy above the lowest of the compared OMol25 structures with the same formula, charge and spin is 120.9 kcal/mol. The calculation puts the gap between HOMO and LUMO at 9.641 eV. The LUMO energy is 0.0706 eV.

---

2 unconnected molecules or ions with the total composition C4H13NO2 at a distorted geometry, computed with the ωB97M-V functional and the def2-TZVPD basis.

Element x y z (Å)
O: 3.85650 0.70107 3.80291
O: -1.30177 1.42197 -0.46700
N: 0.86193 -1.23089 0.63908
C: -0.52935 -0.76101 -1.39220
C: -1.66758 0.05775 -0.80432
C: -2.89790 0.10596 -1.72724
C: 0.77530 -0.54044 -0.64990
H: -3.64676 0.72238 -1.24266
H: 1.26024 -0.63184 1.35097
H: 1.47896 -2.01374 0.63147
H: 3.85622 1.57727 3.39602
H: -3.22581 -0.91246 -1.90568
H: -1.99005 -0.32915 0.15810
H: 0.80598 0.52367 -0.38831
H: -0.74579 -1.82906 -1.31292
H: -0.47214 -0.54480 -2.46525
H: 1.71022 -0.58958 -1.22282
H: -2.55152 0.63965 -2.61463
H: 4.38904 0.17906 3.19316
H: -1.30501 1.84629 -1.33627

The calculation puts the HOMO energy at -0.3421 Eh. Its total energy is -365.4126 Eh. As for the SMILES: C[C@H](O)CCN.O. Its energy above the lowest of the compared OMol25 structures with the same formula, charge and spin is 18.7 kcal/mol. The calculation puts the gap between HOMO and LUMO at 9.989 eV. The LUMO energy is 0.6800 eV.

---

A molecular structure, C4H5F at a distorted geometry, computed with the ωB97M-V functional and the def2-TZVPD basis.

Element x y z (Å)
F: -1.40350 -1.38012 0.08330
C: 0.81086 0.05913 0.13144
C: -0.59703 0.18303 -0.00243
C: 1.53586 -1.02484 -0.12285
C: -1.50813 1.11857 -0.03124
H: 1.07995 -1.92430 -0.49680
H: -2.55509 0.88104 -0.04684
H: -1.23575 2.16160 -0.06359
H: 2.60069 -1.03724 0.03562
H: 1.27216 0.96312 0.51340

The calculation puts the HOMO energy at -0.3586 Eh. Its total energy is -255.1809 Eh. Its energy above the lowest of the compared OMol25 structures with the same formula, charge and spin is 32.1 kcal/mol. The calculation puts the gap between HOMO and LUMO at 10.085 eV. The LUMO energy is 0.3267 eV.

---

A molecular structure, C4H11Cl2FeNd at a distorted geometry, computed with the ωB97M-V functional and the def2-TZVPD basis.

Element x y z (Å)
Nd: 0.53614 0.29986 -1.28923
Fe: 0.00123 -0.24984 1.88153
Cl: 1.20299 0.38378 3.55711
Cl: 0.86394 -1.75184 0.41052
C: 2.67555 1.48997 -1.45789
C: -0.78767 -1.13540 -2.78316
C: -1.71315 -0.93410 2.58552
C: -0.69915 1.06884 0.67015
H: 3.51339 0.78384 -1.31739
H: -2.55144 -0.47133 2.05411
H: -1.81972 1.05109 0.83056
H: -1.67909 -0.63463 3.64148
H: -0.76162 -0.76527 -3.82696
H: 2.85996 2.32670 -0.75808
H: -0.32111 -2.13631 -2.78473
H: -1.73561 -2.02839 2.52640
H: -1.84925 -1.30459 -2.52561
H: 2.76768 1.90306 -2.48378
H: -0.50305 2.10456 1.06945

Its spin multiplicity is 8. Its total charge is -2. The calculation puts the HOMO energy (alpha / beta) at 0.0620 / 0.0307 Eh. Its total energy is -2904.3963 Eh. Its energy above the lowest of the compared OMol25 structures with the same formula, charge and spin is 0.0 kcal/mol. The calculation puts the gap between HOMO and LUMO (alpha / beta) at 3.444 / 4.122 eV. The LUMO energy (alpha / beta) is 5.1319 / 4.9564 eV.

---

A molecular structure, C33H54AsB2F4InN10O5SSi3 at a distorted geometry, computed with the ωB97M-V functional and the def2-TZVPD basis.

Element x y z (Å)
In: -0.43268 -0.27073 -0.78784
As: -2.34967 -2.57148 2.60727
S: -1.16447 0.31030 2.31310
Si: -0.12867 -3.24173 3.44586
Si: -4.16136 -2.66984 4.24174
Si: -3.22750 -3.15427 0.38143
F: 0.63758 -0.46261 -5.38650
F: 2.27096 1.09547 1.90825
F: 0.79106 0.15810 3.42940
F: -0.06018 -1.26658 -3.33640
O: -2.39932 -0.71899 2.60071
O: 1.14246 -0.95188 1.43531
O: -0.05440 1.21733 1.57793
O: 0.42302 1.02851 -3.68121
O: 2.22857 -0.69420 -3.69853
N: 0.45761 1.47834 -2.34108
N: 0.91426 4.81330 -3.58158
N: 1.55333 -0.84654 0.12679
N: 1.31510 -4.22806 -3.44726
N: 2.38772 -1.08528 -2.44468
N: -1.07635 8.87682 -8.64128
N: 1.96122 -2.34048 -2.11732
N: -0.28783 -5.71379 -4.58259
N: 0.10823 1.71233 0.27090
N: 0.51926 2.81611 -2.42930
C: 3.59850 0.92630 -1.89086
C: 0.61961 2.88308 0.17558
C: 0.51636 -1.91561 4.58460
C: -1.84517 -3.62086 -0.79963
C: 1.66961 4.60227 -1.36541
C: -0.99990 6.13507 -6.45746
C: 1.25690 6.79743 -4.98162
C: 2.80039 -0.73949 -0.12351
C: -0.72964 8.16656 -7.80837
C: -4.26667 -1.71376 -0.21670
C: 1.58128 -3.20997 -2.88834
C: 0.86864 -3.58243 1.90487
C: -1.24333 1.20200 3.89828
C: 0.50924 3.49676 -3.54521
C: -5.64932 -1.84712 3.46192
C: -4.38504 -4.49791 4.57412
C: 2.97395 -0.37160 -1.54547
C: 0.54327 5.64222 -4.67571
C: 0.54944 3.61372 -1.16674
C: -3.51862 -1.74483 5.73733
C: -2.35524 2.74248 2.41618
C: -0.56686 -4.81319 4.36434
C: -0.58926 5.31987 -5.41949
C: -2.44195 2.13178 3.80897
C: 1.73296 5.23437 -2.53684
C: -0.29223 7.29381 -6.75742
C: -4.27468 -4.64798 0.81126
C: 3.96831 -0.82373 0.79435
C: 1.07590 3.69967 1.34843
C: 0.44382 -5.00067 -4.05305
C: -2.17765 1.57057 1.45943
C: -0.82524 4.32806 -1.08732
C: 0.83888 7.61805 -6.01142
B: 0.73863 -0.29956 -4.05390
B: 1.10576 0.37930 2.10852
H: -4.55859 -5.06002 3.65596
H: -1.88158 5.87887 -7.02805
H: -3.50606 -4.91995 5.06274
H: 1.91382 -3.75908 2.16957
H: -0.87710 -3.73145 -0.31017
H: 0.58668 3.34827 2.25211
H: 1.46145 -2.25236 5.01789
H: -6.39352 -1.62710 4.23010
H: -1.61633 3.57628 -1.08440
H: -5.12834 -2.09889 -0.76626
H: -4.19586 -1.88776 6.58183
H: 3.40416 1.65195 -1.10139
H: 0.73017 -0.98434 4.05563
H: -1.49144 3.40684 2.35558
H: 3.65808 -1.22700 1.75364
H: -0.30090 1.74570 3.98405
H: 4.73707 -1.45714 0.34827
H: -2.53426 -2.10662 6.04072
H: -1.20466 -4.60792 5.22558
H: -5.38089 -0.90383 2.98238
H: -3.70515 -1.07093 -0.89457
H: 1.38973 8.51980 -6.23912
H: 2.14694 7.07377 -4.43616
H: -2.41054 2.88776 4.59225
H: -4.64574 -1.10759 0.60801
H: -3.68660 -5.40161 1.34094
H: -1.67727 1.85457 0.53609
H: 3.22113 1.28586 -2.84404
H: -1.17200 4.44175 -5.17671
H: -6.12554 -2.48552 2.71650
H: -4.65589 -5.11257 -0.10023
H: 0.88146 4.76001 1.20669
H: -2.09071 -4.57044 -1.28097
H: -1.75211 -2.87356 -1.58984
H: -5.13332 -4.38761 1.43204
H: -3.11747 1.06519 1.24444
H: 4.39957 0.16154 0.96759
H: -5.23962 -4.66739 5.23187
H: -0.96771 4.98765 -1.94116
H: -3.37067 1.56631 3.91191
H: 0.33827 2.97608 -4.46894
H: -0.89940 4.92402 -0.17968
H: -1.30784 0.45911 4.69106
H: 4.68211 0.80053 -1.98112
H: 2.44459 6.02026 -2.73345
H: 2.39682 4.79134 -0.59305
H: -0.16591 -1.71029 5.41098
H: -3.44944 -0.67183 5.55003
H: 0.84748 -2.73168 1.22010
H: 0.50347 -4.47370 1.39214
H: 0.33682 -5.29887 4.73845
H: -3.24621 3.31415 2.15943
H: -1.08128 -5.52766 3.71805
H: 2.14648 3.55711 1.50140

Its total charge is +2. The calculation puts the HOMO energy at -0.4393 Eh. Its total energy is -6354.7325 Eh. Its energy above the lowest of the compared OMol25 structures with the same formula, charge and spin is 284.0 kcal/mol. The calculation puts the gap between HOMO and LUMO at 6.113 eV. The LUMO energy is -5.8399 eV.

---

A molecular structure, C22H17N5O9SZr, computed with the ωB97M-V functional and the def2-TZVPD basis.

Element x y z (Å)
Zr: -0.23438 -0.32063 0.09954
S: -1.45399 2.01843 0.64153
O: -1.00405 1.59601 -6.22404
O: 1.21174 -1.92325 0.35941
O: 0.61831 -1.65677 -1.70411
O: 0.95291 -6.60226 -3.42939
O: 0.58440 -7.92144 -1.56941
O: -0.89220 -1.04038 1.85865
O: -2.62910 -1.11166 -3.11015
O: -1.93526 -0.76350 -1.01178
O: -2.39547 0.04671 -5.43578
N: 0.28954 1.89213 -3.85080
N: 1.19076 2.25563 1.26693
N: 0.96131 0.90593 1.52440
N: 0.16273 4.15116 0.57905
N: 0.01123 0.98845 -1.88372
C: -0.56298 -2.56493 3.62413
C: -1.41032 0.91249 -5.31633
C: -1.92775 -0.53563 -2.29305
C: 1.91370 2.60570 -2.09584
C: -0.78204 1.04418 -3.97545
C: 0.07600 2.81181 0.86485
C: 0.92313 -2.45388 -0.77776
C: 0.54332 -6.09587 0.07247
C: 0.66624 -6.61544 -1.19278
C: 1.91464 -1.42261 4.16091
C: -0.12178 -1.49378 2.84434
C: 1.12847 -0.89200 3.13022
C: 0.75128 1.82573 -2.58522
C: 0.66402 -4.71003 0.19367
C: 0.83965 -7.94837 -2.97530
C: 0.87176 -3.91496 -0.92279
C: -0.94759 0.49115 -2.73830
C: 1.49709 -2.51919 4.88805
C: 0.88834 -5.81730 -2.31073
C: 0.24937 -3.07593 4.61913
C: 1.53638 0.37407 2.54420
C: 0.98460 -4.45594 -2.21848
H: -2.56518 -0.42417 -4.56789
H: 1.58256 3.56289 -1.69575
H: 0.92919 4.63169 1.02546
H: 2.41049 2.07169 -1.28854
H: 0.59453 -4.24503 1.16826
H: 2.86309 -0.95041 4.38730
H: 1.11691 -3.82252 -3.08179
H: 2.12111 -2.92520 5.67126
H: -0.70756 4.65254 0.52909
H: -0.09724 -3.91969 5.20194
H: 1.78303 -8.47271 -3.15347
H: 0.64505 2.44452 -4.61545
H: 0.36376 -6.73046 0.92699
H: 0.00017 -8.42768 -3.48145
H: 2.28972 0.96534 3.06543
H: 2.62059 2.77859 -2.90584
H: -1.53647 -2.98470 3.41393

The calculation puts the HOMO energy at -0.3088 Eh. Its total energy is -2245.0351 Eh. Its energy above the lowest of the compared OMol25 structures with the same formula, charge and spin is 16.0 kcal/mol. The calculation puts the gap between HOMO and LUMO at 7.934 eV. The LUMO energy is -0.4683 eV.

---

A single C3H3NO2 molecule at a distorted geometry, computed with the ωB97M-V functional and the def2-TZVPD basis.

Element x y z (Å)
O: 1.04447 -1.16809 -0.06231
O: -2.09771 -0.06747 -0.11233
N: -0.30998 -1.25664 -0.00019
C: 1.42841 0.04575 -0.03728
C: 0.36038 0.92523 -0.00889
C: -0.75259 -0.10838 0.11184
H: 0.43897 2.03482 -0.06086
H: 2.33798 0.46508 0.00096
H: -2.44993 -0.87028 0.16907

The calculation puts the HOMO energy at -0.3666 Eh. Its total energy is -321.2515 Eh. As for the SMILES: Oc1ccon1. Its energy above the lowest of the compared OMol25 structures with the same formula, charge and spin is 79.1 kcal/mol. The calculation puts the gap between HOMO and LUMO at 10.925 eV. The LUMO energy is 0.9497 eV.